Record 1
The following is a quantum chemistry calculation of a molecular structure, C38H46N10O2PbS2, from OMol25.

Last column: Löwdin charge in e.
CARTESIAN COORDINATES (ANGSTROEM)
Pb1 -0.527 -0.017 0.074  1.150
N1 0.007 -2.155 4.297  0.028
C1 -0.274 -1.185 3.339  -0.944
S1 -1.570 -1.552 2.248  0.419
N2 0.431 -0.101 3.405  -0.049
N3 0.073 0.867 2.489  -0.135
C2 0.317 2.070 2.841  -0.123
C3 -0.176 3.253 2.180  -0.165
C4 0.285 4.483 2.668  -0.105
C5 -0.245 5.692 2.272  -0.158
C6 -1.320 5.677 1.373  -0.142
C7 -1.804 4.494 0.875  -0.043
C8 -1.240 3.216 1.205  -0.404
O1 -1.726 2.167 0.680  -0.212
H1 -0.295 -3.072 4.012  0.043
H2 0.954 -2.115 4.647  0.063
H3 0.841 2.237 3.791  0.111
H4 1.096 4.467 3.392  0.098
H5 0.141 6.626 2.664  0.073
H6 -1.781 6.614 1.072  0.084
H7 -2.641 4.490 0.186  0.100
C9 -0.711 -3.665 -5.643  -0.086
C10 -1.293 -4.419 -4.448  -0.229
N4 -1.817 -3.576 -3.389  -0.141
C11 -3.254 -3.369 -3.331  -0.263
C12 -3.724 -2.178 -4.166  -0.071
C13 -0.951 -3.054 -2.457  -0.736
S2 -1.572 -2.545 -0.938  0.535
N5 0.325 -3.214 -2.774  0.092
C14 1.380 -2.509 -2.363  -0.500
O2 1.415 -1.373 -1.883  -0.058
C15 2.696 -3.200 -2.637  -0.119
C16 3.781 -2.921 -1.811  -0.031
C17 5.013 -3.515 -2.035  -0.092
C18 5.180 -4.379 -3.110  -0.118
C19 4.106 -4.651 -3.946  -0.102
C20 2.870 -4.067 -3.709  -0.030
H8 -0.423 -4.367 -6.431  0.065
H9 0.165 -3.108 -5.317  0.048
H10 -1.434 -2.959 -6.053  0.059
H11 -0.505 -5.042 -4.016  0.105
H12 -2.107 -5.069 -4.782  0.105
H13 -3.521 -3.200 -2.292  0.046
H14 -3.751 -4.284 -3.671  0.104
H15 -3.280 -1.260 -3.778  0.054
H16 -4.811 -2.087 -4.114  0.068
H17 -3.437 -2.281 -5.213  0.058
H18 3.635 -2.236 -0.987  0.100
H19 5.843 -3.303 -1.372  0.095
H20 6.145 -4.838 -3.293  0.088
H21 4.235 -5.324 -4.785  0.091
H22 2.029 -4.274 -4.358  0.094
C21 -1.703 1.072 -2.240  -0.200
C22 -0.794 1.178 -3.317  -0.349
C23 -0.537 0.112 -4.227  -0.077
C24 0.354 0.237 -5.272  -0.137
C25 1.042 1.430 -5.498  -0.172
C26 0.810 2.496 -4.630  -0.151
C27 -0.062 2.376 -3.567  -0.077
H23 -2.462 0.295 -2.270  -0.001
H24 -1.992 1.981 -1.726  0.008
H25 -1.046 -0.830 -4.074  0.073
H26 0.522 -0.604 -5.938  0.079
H27 1.747 1.518 -6.319  0.069
H28 1.326 3.436 -4.806  0.071
H29 -0.206 3.210 -2.886  0.093
N6 5.107 -1.099 4.562  0.135
C28 4.359 -1.439 3.755  -0.202
C29 3.452 -1.923 2.776  -0.222
C30 3.252 -3.302 2.635  -0.032
C31 2.364 -3.745 1.678  -0.045
C32 1.721 -2.812 0.876  -0.138
N7 1.915 -1.500 0.992  0.049
C33 2.739 -1.063 1.931  -0.093
H30 3.799 -3.988 3.270  0.113
H31 2.178 -4.802 1.544  0.106
H32 1.015 -3.122 0.112  0.078
H33 2.879 0.010 1.995  0.122
C34 4.823 2.993 -2.963  -0.091
N8 3.536 2.383 -2.725  -0.177
C35 3.497 0.975 -3.049  -0.074
C36 2.744 2.833 -1.664  -0.456
N9 2.150 2.112 -0.800  0.181
N10 2.664 4.231 -1.591  -0.170
C37 2.407 4.961 -2.822  -0.095
C38 1.869 4.743 -0.487  -0.085
H34 5.635 2.385 -2.536  0.080
H35 4.870 3.981 -2.513  0.076
H36 5.008 3.080 -4.040  0.081
H37 3.748 0.858 -4.106  0.085
H38 2.501 0.568 -2.888  0.067
H39 4.220 0.394 -2.458  0.085
H40 2.320 1.114 -0.883  0.019
H41 2.850 4.450 -3.672  0.059
H42 2.838 5.964 -2.742  0.079
H43 1.329 5.063 -2.999  0.081
H44 2.152 4.234 0.427  0.071
H45 0.796 4.580 -0.636  0.084
H46 2.059 5.814 -0.388  0.081

As for the orbital gap: 0.160 Eh. As for the net charge: -2. As for the spin multiplicity: 1. The largest force on an atom comes out at 1.25 eV Å⁻¹.

Record 2
The following is a quantum chemistry calculation of a molecular structure, C38H47MgN8O2P, from OMol25.

Last column: Löwdin charge in e.
CARTESIAN COORDINATES (ANGSTROEM)
Mg1 -0.428 1.398 0.745  0.563
C1 1.910 3.405 0.868  -0.055
O1 1.186 2.472 1.670  -0.196
C2 1.931 1.606 2.445  -0.207
C3 3.263 1.820 2.758  -0.007
C4 3.918 0.918 3.590  -0.077
C5 3.253 -0.185 4.097  -0.084
C6 1.927 -0.407 3.762  -0.009
C7 1.259 0.480 2.935  -0.169
N1 -0.065 0.298 2.455  -0.005
N2 -0.680 -0.703 2.926  0.107
C8 -1.919 -1.028 2.449  -0.152
C9 -2.623 -0.345 1.413  -0.331
O2 -2.245 0.732 0.841  -0.104
C10 -3.879 -0.913 0.984  0.007
C11 -4.371 -2.048 1.520  -0.013
C12 -3.692 -2.748 2.566  -0.179
C13 -4.228 -3.928 3.113  -0.041
C14 -3.579 -4.590 4.123  -0.091
C15 -2.370 -4.072 4.611  -0.083
C16 -1.829 -2.924 4.088  -0.033
C17 -2.474 -2.232 3.042  -0.109
H1 2.443 4.113 1.503  0.097
H2 1.165 3.937 0.282  0.095
H3 2.575 2.866 0.195  0.081
H4 3.795 2.671 2.365  0.107
H5 4.958 1.085 3.834  0.105
H6 3.770 -0.885 4.739  0.103
H7 1.397 -1.281 4.113  0.103
H8 -4.395 -0.382 0.196  0.117
H9 -5.312 -2.451 1.161  0.116
H10 -5.164 -4.305 2.720  0.110
H11 -3.992 -5.498 4.539  0.099
H12 -1.855 -4.584 5.414  0.101
H13 -0.898 -2.539 4.475  0.093
N3 0.776 0.856 -0.676  -0.222
P1 0.815 -0.031 -1.918  0.534
N4 0.610 -1.672 -1.580  -0.190
C18 0.388 -2.053 -0.188  -0.229
C19 -0.216 -3.445 -0.123  -0.173
C20 0.791 -4.488 -0.625  -0.192
C21 1.750 -3.859 -1.643  -0.186
C22 1.061 -2.765 -2.449  -0.229
N5 -0.283 0.372 -3.137  -0.210
C23 -1.331 1.332 -2.845  -0.234
C24 -1.772 2.041 -4.118  -0.191
C25 -2.262 1.025 -5.143  -0.212
C26 -1.167 -0.003 -5.399  -0.188
C27 -0.693 -0.639 -4.095  -0.225
N6 2.248 -0.048 -2.813  -0.214
C28 2.499 1.119 -3.664  -0.225
C29 3.941 1.113 -4.147  -0.187
C30 4.922 1.268 -2.976  -0.196
C31 4.325 0.672 -1.697  -0.183
C32 3.413 -0.496 -2.039  -0.223
H14 -0.275 -1.325 0.267  0.067
H15 1.324 -2.024 0.392  0.120
H16 -1.115 -3.454 -0.745  0.116
H17 -0.537 -3.664 0.898  0.105
H18 0.263 -5.331 -1.076  0.104
H19 1.361 -4.894 0.213  0.105
H20 2.139 -4.617 -2.327  0.110
H21 2.615 -3.428 -1.132  0.102
H22 0.210 -3.206 -2.988  0.111
H23 1.742 -2.362 -3.198  0.096
H24 -0.947 2.044 -2.114  0.083
H25 -2.202 0.826 -2.392  0.122
H26 -0.915 2.585 -4.527  0.113
H27 -2.548 2.774 -3.884  0.107
H28 -2.563 1.513 -6.073  0.105
H29 -3.149 0.518 -4.747  0.111
H30 -0.313 0.489 -5.876  0.107
H31 -1.512 -0.786 -6.079  0.109
H32 0.151 -1.298 -4.304  0.096
H33 -1.498 -1.262 -3.671  0.124
H34 2.301 2.057 -3.122  0.114
H35 1.808 1.095 -4.507  0.098
H36 4.083 1.910 -4.879  0.107
H37 4.124 0.171 -4.672  0.111
H38 5.160 2.323 -2.821  0.103
H39 5.864 0.771 -3.219  0.103
H40 3.714 1.410 -1.173  0.086
H41 5.110 0.356 -1.006  0.110
H42 3.060 -0.975 -1.123  0.099
H43 3.970 -1.255 -2.604  0.118
N7 -5.035 5.797 5.418  0.172
C33 -4.298 5.220 4.755  -0.166
C34 -3.370 4.500 3.920  -0.214
C35 -2.964 5.032 2.701  0.003
C36 -2.069 4.296 1.944  -0.101
N8 -1.582 3.116 2.319  0.062
C37 -1.984 2.617 3.484  -0.092
C38 -2.872 3.269 4.323  0.016
H44 -3.333 5.985 2.353  0.123
H45 -1.731 4.680 0.989  0.118
H46 -1.581 1.651 3.758  0.106
H47 -3.170 2.825 5.262  0.126

As for the orbital gap: 0.247 Eh. The relative energy (zero: lowest compared OMol25 entry of this formula, charge and spin) comes out at 33.57 kJ/mol. As for the net charge: 0. As for the spin multiplicity: 1. The largest force on an atom comes out at 0.49 eV Å⁻¹.

Record 3
The following is a quantum chemistry calculation of a molecular structure, C38H47N2P2S3SbV, from OMol25.

Last column: Löwdin charge in e.
CARTESIAN COORDINATES (ANGSTROEM)
V1 -0.036 -1.307 -0.537  -0.120
S1 2.030 -1.391 -1.539  0.456
P1 1.835 0.589 -1.059  0.558
C1 0.185 0.624 -0.572  -0.630
P2 -1.311 0.949 -1.359  0.556
S2 -2.179 -0.913 -1.299  0.460
C2 -1.143 1.471 -3.067  -0.343
C3 -0.476 0.648 -3.975  -0.097
C4 -0.261 1.082 -5.269  -0.050
C5 -0.719 2.334 -5.666  -0.047
C6 -1.394 3.149 -4.771  -0.052
C7 -1.604 2.723 -3.467  -0.066
C8 -2.325 2.151 -0.510  -0.366
C9 -1.730 3.152 0.252  -0.087
C10 -2.523 4.119 0.854  -0.051
C11 -3.899 4.079 0.693  -0.047
C12 -4.494 3.080 -0.069  -0.050
C13 -3.711 2.111 -0.671  -0.087
C14 2.293 1.678 -2.401  -0.344
C15 3.292 1.292 -3.290  -0.076
C16 3.691 2.166 -4.288  -0.050
C17 3.093 3.413 -4.397  -0.045
C18 2.093 3.795 -3.512  -0.053
C19 1.691 2.929 -2.510  -0.093
C20 2.896 0.968 0.347  -0.335
C21 2.894 2.272 0.843  -0.082
C22 3.669 2.595 1.942  -0.051
C23 4.463 1.622 2.542  -0.048
C24 4.480 0.330 2.041  -0.073
C25 3.695 -0.001 0.945  -0.107
H1 -0.114 -0.327 -3.665  0.086
H2 0.265 0.450 -5.972  0.117
H3 -0.552 2.671 -6.680  0.118
H4 -1.757 4.117 -5.085  0.118
H5 -2.122 3.366 -2.768  0.110
H6 -0.654 3.171 0.378  0.090
H7 -2.068 4.899 1.449  0.116
H8 -4.516 4.830 1.167  0.118
H9 -5.568 3.057 -0.188  0.117
H10 -4.172 1.328 -1.261  0.103
H11 3.752 0.314 -3.209  0.098
H12 4.468 1.873 -4.981  0.118
H13 3.407 4.092 -5.178  0.118
H14 1.626 4.766 -3.607  0.118
H15 0.900 3.221 -1.828  0.099
H16 2.290 3.039 0.371  0.111
H17 3.667 3.607 2.324  0.119
H18 5.080 1.880 3.392  0.119
H19 5.115 -0.420 2.493  0.118
H20 3.721 -1.008 0.547  0.071
C26 -1.486 -3.540 -3.766  -0.006
N1 -2.222 -4.027 -2.610  -0.115
C27 -3.533 -4.462 -2.645  -0.016
C28 -3.867 -4.844 -1.395  -0.028
N2 -2.754 -4.625 -0.615  0.096
C29 -1.752 -4.126 -1.357  -0.737
S3 -0.158 -3.769 -0.801  0.633
H21 -2.039 -2.719 -4.219  0.101
H22 -1.355 -4.347 -4.485  0.112
H23 -0.513 -3.193 -3.430  0.059
H24 -4.105 -4.465 -3.556  0.141
H25 -4.780 -5.250 -1.001  0.134
H26 -2.655 -4.852 0.361  0.162
C30 0.161 1.569 2.733  -0.144
C31 0.836 0.326 3.292  -0.514
C32 0.574 0.167 4.785  -0.114
Sb1 0.275 -1.450 2.196  1.604
C33 1.809 -2.928 2.600  -0.530
C34 1.246 -4.340 2.711  -0.133
C35 2.658 -2.553 3.806  -0.125
C36 -1.647 -2.114 2.923  -0.536
C37 -2.648 -0.966 2.822  -0.136
C38 -1.617 -2.712 4.324  -0.112
H27 0.560 2.450 3.242  0.097
H28 -0.919 1.554 2.894  0.075
H29 0.342 1.683 1.665  0.010
H30 1.912 0.384 3.103  0.057
H31 -0.495 0.189 5.003  0.071
H32 1.025 1.010 5.313  0.095
H33 0.996 -0.746 5.207  0.063
H34 2.412 -2.857 1.690  0.067
H35 0.682 -4.475 3.634  0.063
H36 2.074 -5.051 2.737  0.095
H37 0.611 -4.605 1.867  0.029
H38 2.101 -2.674 4.737  0.080
H39 3.037 -1.531 3.758  0.053
H40 3.520 -3.222 3.859  0.095
H41 -1.905 -2.892 2.198  0.066
H42 -2.433 -0.189 3.558  0.071
H43 -3.652 -1.340 3.036  0.092
H44 -2.670 -0.508 1.830  0.045
H45 -1.350 -1.967 5.074  0.071
H46 -0.927 -3.549 4.412  0.055
H47 -2.613 -3.082 4.576  0.092

As for the orbital gap (spin up / spin down): 0.269 / 0.294 Eh. The relative energy (zero: lowest compared OMol25 entry of this formula, charge and spin) comes out at 19.55 kJ/mol. As for the net charge: +2. Its expectation value of S² is 0.897. As for the spin multiplicity: 2. The largest force on an atom comes out at 0.50 eV Å⁻¹.

Record 4
The following is a quantum chemistry calculation of a molecular structure, C38H48As2N5O11S4V, from OMol25.

Last column: Löwdin charge in e.
CARTESIAN COORDINATES (ANGSTROEM)
V1 -0.881 1.253 1.548  0.323
C1 -0.187 1.540 4.915  -0.439
C2 0.370 2.788 4.240  -0.453
S1 0.936 2.611 2.529  0.911
C3 2.371 1.511 2.667  -0.453
C4 2.098 0.033 2.909  -0.433
S2 0.831 -0.607 1.778  0.890
C5 -0.075 -1.742 2.849  -0.465
C6 -0.691 -1.125 4.107  -0.454
S3 -1.331 0.557 3.861  0.916
H1 -0.752 1.841 5.797  0.086
H2 0.618 0.893 5.257  0.066
H3 1.187 3.191 4.841  0.095
H4 -0.391 3.568 4.168  0.068
H5 3.025 1.896 3.451  0.097
H6 2.909 1.629 1.725  0.079
H7 1.763 -0.148 3.927  0.065
H8 3.016 -0.530 2.743  0.081
H9 0.578 -2.575 3.119  0.079
H10 -0.859 -2.141 2.205  0.045
H11 0.017 -1.109 4.935  0.078
H12 -1.524 -1.751 4.428  0.084
N1 -2.569 -0.771 -1.750  0.216
C7 -3.240 -1.631 -0.893  -0.181
C8 -4.088 -2.707 -1.131  -0.014
C9 -4.580 -3.355 -0.016  -0.071
C10 -4.255 -2.935 1.286  -0.057
C11 -3.425 -1.858 1.511  -0.018
C12 -2.900 -1.210 0.395  -0.208
N2 -2.043 -0.118 0.310  0.103
C13 -1.891 0.105 -0.979  -0.260
C14 -1.070 1.214 -1.444  -0.361
C15 -0.847 1.695 -2.691  -0.319
S4 0.245 3.012 -2.603  1.094
C16 0.299 2.868 -0.913  -0.428
N3 -0.414 1.885 -0.438  -0.059
H13 -2.598 -0.786 -2.757  0.177
H14 -4.342 -3.028 -2.132  0.124
H15 -5.242 -4.200 -0.147  0.112
H16 -4.695 -3.455 2.126  0.110
H17 -3.229 -1.480 2.506  0.102
H18 -1.230 1.346 -3.636  0.092
H19 0.856 3.543 -0.280  0.085
C17 -0.889 -4.017 -0.363  -0.012
O1 -0.076 -3.033 -1.024  -0.120
C18 -0.197 -3.016 -2.368  -0.635
O2 -1.055 -3.613 -2.963  0.106
C19 0.805 -2.126 -3.039  -0.323
C20 1.630 -2.665 -3.957  -0.291
As1 2.198 -4.384 -3.234  1.390
C21 3.719 -4.980 -4.309  -0.275
C22 3.192 -3.332 -1.822  -0.262
C23 2.843 -2.190 -1.234  -0.268
As2 1.558 -0.753 -1.850  1.363
C24 2.834 0.254 -2.950  -0.263
C25 3.475 -1.657 0.010  -0.582
O3 3.899 -0.522 0.048  0.075
O4 3.540 -2.410 1.110  -0.026
C26 2.726 -3.583 1.292  -0.015
C27 4.298 -4.213 -1.325  -0.567
O5 4.061 -5.325 -0.925  0.101
O6 5.556 -3.775 -1.385  0.011
C28 5.891 -2.561 -2.077  -0.011
C29 2.377 -1.810 -4.918  -0.560
O7 1.824 -0.961 -5.571  0.115
O8 3.685 -2.087 -4.994  -0.102
C30 4.425 -1.348 -5.982  -0.010
H20 -0.834 -3.785 0.696  0.082
H21 -0.489 -5.011 -0.560  0.111
H22 -1.917 -3.967 -0.709  0.073
H23 3.350 -5.203 -5.310  0.038
H24 4.074 -5.904 -3.854  0.035
H25 4.517 -4.249 -4.372  0.016
H26 3.706 -0.337 -3.219  0.026
H27 3.151 1.083 -2.319  0.027
H28 2.344 0.635 -3.843  0.027
H29 3.326 -4.475 1.143  0.093
H30 1.877 -3.581 0.611  0.084
H31 2.380 -3.540 2.324  0.087
H32 5.703 -1.690 -1.452  0.090
H33 5.338 -2.479 -3.013  0.075
H34 6.955 -2.638 -2.283  0.105
H35 5.329 -1.921 -6.166  0.098
H36 4.674 -0.362 -5.589  0.098
H37 3.839 -1.240 -6.890  0.100
C31 -3.272 5.360 3.895  -0.063
C32 -3.071 6.013 2.534  -0.156
C33 -3.251 5.052 1.336  -0.310
C34 -3.101 5.826 0.017  -0.164
C35 -3.213 4.932 -1.212  -0.060
C36 -4.653 4.489 1.414  -0.429
O9 -5.640 5.164 1.244  0.120
N4 -4.749 3.156 1.730  0.222
C37 -3.707 2.254 1.898  -0.526
O10 -3.968 1.107 2.208  0.037
N5 -2.417 2.687 1.681  0.065
C38 -2.149 4.001 1.416  -0.456
O11 -0.992 4.367 1.246  -0.005
H38 -3.032 6.060 4.694  0.081
H39 -2.632 4.482 4.022  0.062
H40 -4.304 5.039 4.041  0.084
H41 -2.067 6.432 2.451  0.123
H42 -3.783 6.829 2.401  0.129
H43 -2.133 6.326 0.037  0.122
H44 -3.878 6.590 -0.002  0.126
H45 -2.445 4.152 -1.206  0.053
H46 -3.085 5.510 -2.127  0.082
H47 -4.190 4.448 -1.266  0.085
H48 -5.677 2.773 1.861  0.171

As for the orbital gap (spin up / spin down): 0.245 / 0.225 Eh. The relative energy (zero: lowest compared OMol25 entry of this formula, charge and spin) comes out at 0.00 kJ/mol. As for the net charge: +1. Its expectation value of S² is 0.758. As for the spin multiplicity: 2. The largest force on an atom comes out at 0.58 eV Å⁻¹.

Question: What is the spin multiplicity in the third record?
Answer: 2

Question: spin multiplicity of number 3 (C38H47N2P2S3SbV)?
Answer: 2

Question: What is the net charge in the second record?
Answer: 0